{
  "formula": "C2H3IN2O",
  "method": "ωB97M-V/def2-TZVPD",
  "species": ["C", "C", "N", "N", "O", "I", "H", "H", "H"],
  "positions_angstrom": [[0.454, 0.084, -1.609], [0.191, 0.073, -0.086], [0.867, -0.637, -2.524], [0.721, 0.390, -3.440], [0.333, 1.339, -2.430], [2.518, 0.870, -4.290], [0.284, 1.185, 0.205], [-0.830, -0.343, 0.180], [0.967, -0.392, 0.408]],
  "multiplicity": 1,
  "relative_energy_kcal_mol": 94.49,
  "e_homo_ha": -0.347
}


{
  "formula": "C21H43AlN2P3S2",
  "method": "ωB97M-V/def2-TZVPD",
  "species": ["Al", "P", "P", "P", "H", "C", "C", "H", "C", "C", "C", "C", "C", "C", "C", "C", "C", "H", "H", "H", "H", "H", "H", "H", "H", "H", "H", "H", "H", "H", "H", "H", "H", "H", "H", "H", "H", "H", "H", "H", "H", "H", "H", "H", "H", "H", "C", "C", "C", "C", "C", "C", "S", "H", "H", "H", "H", "H", "H", "C", "N", "C", "C", "N", "C", "S", "H", "H", "H", "H", "H", "H"],
  "positions_angstrom": [[-0.622, 0.133, 0.650], [-2.081, -1.732, 1.242], [0.912, 0.270, 2.648], [1.102, -1.489, -0.365], [-0.340, 2.382, -0.889], [-0.296, 1.302, -1.076], [-1.504, 0.545, -1.199], [-2.477, 1.039, -1.083], [-3.773, -1.406, 1.845], [-1.493, -2.862, 2.553], [-2.450, -2.846, -0.156], [2.139, 1.606, 2.389], [0.142, 0.845, 4.199], [1.908, -1.141, 3.259], [0.800, -1.886, -2.127], [1.403, -3.161, 0.314], [2.774, -0.747, -0.399], [0.588, 1.021, -1.660], [-1.547, -0.318, -1.877], [-4.280, -0.683, 1.188], [-3.758, -1.023, 2.875], [-4.321, -2.364, 1.822], [-1.366, -2.304, 3.489], [-0.541, -3.330, 2.283], [-2.247, -3.646, 2.709], [-2.888, -2.263, -0.977], [-3.183, -3.594, 0.176], [-1.554, -3.359, -0.524], [2.759, 1.711, 3.290], [1.612, 2.549, 2.206], [2.781, 1.386, 1.529], [0.930, 0.994, 4.951], [-0.567, 0.094, 4.568], [-0.380, 1.797, 4.037], [2.419, -0.840, 4.184], [2.663, -1.462, 2.533], [1.251, -1.990, 3.488], [1.624, -2.523, -2.482], [0.762, -0.978, -2.742], [-0.146, -2.433, -2.239], [2.235, -3.618, -0.241], [0.512, -3.788, 0.189], [1.667, -3.112, 1.376], [3.441, -1.380, -1.000], [3.185, -0.654, 0.611], [2.729, 0.250, -0.854], [4.030, 0.499, -5.204], [5.204, 1.265, -5.338], [5.339, 2.148, -6.412], [4.323, 2.260, -7.368], [3.174, 1.468, -7.262], [3.030, 0.579, -6.191], [3.774, -0.552, -3.837], [4.878, -0.218, -3.117], [5.984, 1.154, -4.586], [6.244, 2.753, -6.501], [4.428, 2.961, -8.199], [2.383, 1.534, -8.005], [2.152, -0.054, -6.093], [-4.690, 3.059, 0.947], [-4.378, 2.454, 2.241], [-5.304, 2.209, 3.242], [-4.649, 1.582, 4.248], [-3.335, 1.444, 3.843], [-3.156, 1.969, 2.590], [-1.722, 2.137, 1.685], [-4.008, 3.894, 0.752], [-4.586, 2.319, 0.140], [-5.725, 3.411, 1.003], [-6.333, 2.498, 3.129], [-4.991, 1.223, 5.202], [-2.592, 1.009, 4.380]],
  "multiplicity": 1,
  "relative_energy_kcal_mol": 0.00,
  "e_homo_ha": [-0.507, -0.507],
  "charge": 3
}


{
  "formula": "C6H9N2O2",
  "method": "ωB97M-V/def2-TZVPD",
  "species": ["C", "C", "C", "C", "N", "N", "H", "H", "H", "H", "H", "H", "C", "C", "O", "O", "H", "H", "H"],
  "positions_angstrom": [[2.467, -1.922, -0.898], [1.455, 1.490, -0.429], [0.729, -0.447, 0.203], [1.811, -0.609, -0.627], [0.522, 0.890, 0.324], [2.258, 0.620, -1.020], [-0.246, 1.252, 0.910], [1.624, 2.541, -0.589], [0.196, -1.183, 0.769], [2.865, -2.329, 0.036], [3.309, -1.946, -1.589], [1.754, -2.666, -1.259], [-2.731, 0.449, -0.051], [-2.647, 0.862, 1.435], [-1.531, 1.329, 1.832], [-3.650, 0.660, 2.128], [-2.073, 1.039, -0.693], [-3.748, 0.545, -0.415], [-2.363, -0.576, -0.067]],
  "multiplicity": 1,
  "relative_energy_kcal_mol": 6.23,
  "e_homo_ha": -0.176,
  "charge": -1
}


{
  "formula": "C4H6N2O",
  "method": "ωB97M-V/def2-TZVPD",
  "species": ["C", "C", "N", "C", "C", "O", "N", "H", "H", "H", "H", "H", "H"],
  "positions_angstrom": [[-2.033, -0.280, 0.439], [-0.574, 0.100, 0.297], [-0.059, -0.183, -0.950], [1.185, -0.813, -1.067], [1.851, 0.114, -0.481], [2.626, 1.118, -0.258], [0.139, 0.667, 1.200], [-2.180, -1.318, 0.123], [-2.657, 0.347, -0.205], [-2.374, -0.170, 1.473], [1.380, -1.767, -1.554], [3.022, 1.430, -1.090], [-0.363, 0.734, 2.085]],
  "multiplicity": 1,
  "relative_energy_kcal_mol": 122.37,
  "e_homo_ha": -0.301
}


{
  "formula": "C5H14",
  "method": "ωB97M-V/def2-TZVPD",
  "species": ["C", "C", "C", "H", "H", "H", "H", "H", "H", "H", "H", "C", "C", "H", "H", "H", "H", "H", "H"],
  "positions_angstrom": [[1.547, -0.655, -1.112], [2.092, 0.553, -0.352], [1.395, 0.742, 1.007], [2.197, -0.828, -1.958], [1.555, -1.583, -0.552], [0.536, -0.447, -1.461], [1.869, 1.406, -0.985], [3.165, 0.450, -0.192], [1.953, 1.409, 1.674], [1.208, -0.204, 1.496], [0.501, 1.347, 0.857], [-2.014, -0.994, 0.443], [-2.546, 0.381, -0.018], [-1.250, -1.316, -0.263], [-1.499, -0.935, 1.395], [-2.870, -1.653, 0.451], [-1.940, 1.194, 0.400], [-2.318, 0.569, -1.071], [-3.583, 0.565, 0.241]],
  "smiles": "CCC.CC",
  "multiplicity": 1,
  "relative_energy_kcal_mol": 8.62,
  "e_homo_ha": -0.420
}


{
  "formula": "C5H9NS",
  "method": "ωB97M-V/def2-TZVPD",
  "species": ["C", "N", "C", "C", "S", "C", "C", "H", "H", "H", "H", "H", "H", "H", "H", "H"],
  "positions_angstrom": [[0.823, -1.515, -0.438], [1.334, -0.991, 0.828], [0.123, -0.639, 1.574], [-0.862, -0.061, 0.546], [-0.472, 1.628, -0.041], [-0.136, 0.640, -1.537], [-0.422, -0.693, -0.827], [1.620, -1.495, -1.183], [0.537, -2.547, -0.271], [1.870, -0.149, 0.655], [0.347, 0.064, 2.433], [-0.299, -1.520, 2.024], [-1.907, -0.201, 0.837], [0.898, 0.748, -1.898], [-0.814, 0.878, -2.345], [-1.196, -1.284, -1.306]],
  "smiles": "C1NC[C@H]2SC[C@@H]12",
  "multiplicity": 1,
  "relative_energy_kcal_mol": 11.35,
  "e_homo_ha": -0.319
}


{
  "formula": "C5H8O2",
  "method": "ωB97M-V/def2-TZVPD",
  "species": ["C", "C", "O", "C", "C", "C", "O", "H", "H", "H", "H", "H", "H", "H", "H"],
  "positions_angstrom": [[-1.446, 1.200, -0.209], [-0.951, 0.026, -1.031], [0.506, -0.169, -1.166], [1.059, -0.228, 0.092], [1.009, -1.526, 0.827], [1.784, 0.801, 0.459], [2.453, 1.741, 0.694], [-2.519, 1.348, -0.367], [-0.924, 2.122, -0.481], [-1.295, 1.030, 0.862], [-1.293, 0.171, -2.063], [-1.382, -0.918, -0.681], [0.464, -1.420, 1.770], [2.020, -1.878, 1.060], [0.516, -2.301, 0.233]],
  "smiles": "CCOC(C)=C=O",
  "multiplicity": 1,
  "relative_energy_kcal_mol": 49.67,
  "e_homo_ha": -0.308
}


{
  "formula": "C7H6Cl3NO3",
  "method": "ωB97M-V/def2-TZVPD",
  "species": ["C", "C", "C", "C", "C", "C", "C", "N", "O", "O", "O", "Cl", "Cl", "Cl", "H", "H", "H", "H", "H", "H"],
  "positions_angstrom": [[-1.763, 1.451, 0.359], [0.702, -3.771, 0.661], [0.120, -2.590, 0.930], [0.262, -1.543, -0.033], [-0.544, 2.094, -2.133], [-0.688, 0.668, -0.235], [0.917, 1.584, 1.300], [-2.420, 2.223, 0.966], [0.885, -1.574, -1.097], [-0.656, -0.523, 0.323], [-0.075, 0.961, -1.408], [2.037, 2.454, 0.184], [1.387, 0.057, 1.860], [0.240, 2.497, 2.550], [0.673, -4.832, 1.138], [1.324, -3.863, -0.319], [-0.408, -2.327, 1.886], [-1.497, 1.888, -2.506], [0.137, 2.193, -2.916], [-0.635, 2.954, -1.509]],
  "multiplicity": 1,
  "relative_energy_kcal_mol": 47.10,
  "e_homo_ha": [-0.302, -0.302]
}


{
  "formula": "C14H37F6HfO19S5",
  "method": "ωB97M-V/def2-TZVPD",
  "species": ["Hf", "C", "F", "F", "F", "S", "O", "O", "O", "C", "F", "F", "F", "S", "O", "O", "O", "C", "C", "C", "O", "H", "H", "H", "H", "H", "H", "H", "O", "S", "O", "O", "C", "C", "C", "H", "H", "H", "H", "H", "H", "H", "H", "O", "S", "O", "O", "C", "C", "C", "H", "H", "H", "H", "H", "H", "H", "H", "O", "S", "O", "O", "C", "C", "C", "H", "H", "H", "H", "H", "H", "H", "H", "O", "H", "H", "O", "H", "H", "O", "H", "H"],
  "positions_angstrom": [[2.135, 1.790, 8.763], [6.343, -4.541, 6.741], [7.444, -4.154, 7.466], [6.307, -3.840, 5.589], [6.413, -5.815, 6.476], [4.774, -4.228, 7.794], [3.698, -4.949, 7.208], [5.139, -4.581, 9.196], [4.515, -2.815, 7.689], [-0.636, -0.042, 1.648], [-0.501, -0.581, 0.445], [0.075, 1.071, 1.659], [-1.904, 0.141, 1.907], [0.036, -1.236, 3.013], [1.317, -1.807, 2.505], [0.108, -0.448, 4.261], [-1.012, -2.254, 3.035], [-5.224, 2.661, 6.640], [-3.952, 3.617, 6.649], [-4.466, 5.086, 6.686], [-2.858, 3.464, 7.427], [-4.942, 1.616, 6.769], [-5.839, 2.789, 5.749], [-5.933, 2.950, 7.415], [-3.681, 3.766, 5.604], [-3.585, 5.724, 6.770], [-4.989, 5.261, 7.625], [-4.879, 5.389, 5.724], [-6.225, -3.152, -5.218], [-6.712, -2.077, -4.347], [-7.759, -1.132, -4.781], [-7.099, -2.771, -2.922], [-7.817, -1.993, -1.963], [-7.629, -2.566, -0.601], [-5.337, -1.118, -3.756], [-8.813, -1.712, -2.306], [-7.361, -1.004, -1.943], [-8.355, -2.299, 0.168], [-6.638, -2.280, -0.251], [-7.662, -3.653, -0.524], [-4.697, -0.677, -4.520], [-4.665, -1.747, -3.172], [-5.678, -0.341, -3.071], [3.959, -5.453, -2.852], [3.499, -5.321, -4.240], [4.054, -6.246, -5.259], [1.874, -5.225, -4.431], [1.327, -5.721, -5.582], [1.449, -4.733, -6.806], [3.852, -3.567, -4.800], [0.288, -5.657, -5.261], [1.668, -6.730, -5.816], [2.472, -4.713, -7.183], [1.262, -3.727, -6.431], [0.672, -4.943, -7.540], [3.746, -3.498, -5.882], [4.868, -3.257, -4.554], [3.073, -3.044, -4.245], [1.155, 5.121, -5.031], [2.528, 5.279, -4.573], [3.519, 4.250, -4.738], [3.160, 6.632, -5.304], [2.354, 7.804, -5.293], [3.089, 8.953, -4.835], [2.480, 5.800, -2.880], [1.516, 7.696, -4.604], [1.907, 7.907, -6.282], [3.689, 9.288, -5.681], [3.815, 8.813, -4.035], [2.495, 9.835, -4.593], [1.498, 6.175, -2.590], [3.058, 6.706, -2.701], [2.861, 4.977, -2.275], [2.724, 4.044, 5.089], [3.213, 3.758, 4.318], [2.566, 4.976, 4.940], [2.004, -8.032, 2.219], [2.271, -7.209, 1.809], [2.034, -8.674, 1.510], [5.240, 1.010, 2.455], [5.119, 0.076, 2.283], [6.188, 1.138, 2.426]],
  "multiplicity": 1,
  "e_homo_ha": -0.416,
  "charge": 1
}


{
  "formula": "CH4N2OS2",
  "method": "ωB97M-V/def2-TZVPD",
  "species": ["O", "N", "C", "S", "N", "S", "H", "H", "H", "H"],
  "positions_angstrom": [[-0.246, -1.488, 1.018], [0.278, -1.219, -0.203], [0.573, 0.119, -0.420], [1.857, 0.487, -1.325], [-0.188, 1.067, 0.270], [-1.966, 1.046, 0.265], [0.394, -1.109, 1.739], [1.194, -1.774, -0.248], [0.214, 1.934, -0.045], [-2.110, 0.937, -1.050]],
  "smiles": "ONC(=S)NS",
  "multiplicity": 1,
  "relative_energy_kcal_mol": 55.35,
  "e_homo_ha": -0.331
}


{
  "formula": "C5H14N2O",
  "method": "ωB97M-V/def2-TZVPD",
  "species": ["C", "N", "C", "C", "O", "C", "C", "N", "H", "H", "H", "H", "H", "H", "H", "H", "H", "H", "H", "H", "H", "H"],
  "positions_angstrom": [[-2.070, 1.212, 1.595], [-0.728, 1.325, 0.988], [-0.214, 0.109, 0.308], [0.700, -0.755, 1.185], [-0.036, -1.962, 1.524], [0.538, 0.648, -0.956], [1.367, -0.276, -1.845], [0.719, -0.889, -3.007], [-2.584, 2.130, 1.328], [-2.610, 0.309, 1.249], [-1.973, 1.077, 2.676], [-0.018, 1.604, 1.651], [-1.091, -0.529, 0.090], [1.516, -1.225, 0.639], [1.159, -0.291, 2.081], [-0.255, -1.989, 2.461], [-0.250, 1.133, -1.562], [1.053, 1.529, -0.578], [2.286, 0.253, -2.142], [1.765, -1.159, -1.325], [0.843, -1.871, -3.119], [-0.116, -0.383, -3.244]],
  "smiles": "CN[C@H](CO)CCN",
  "multiplicity": 1,
  "relative_energy_kcal_mol": 66.68,
  "e_homo_ha": -0.309
}


{
  "formula": "C3H8OSi",
  "method": "ωB97M-V/def2-TZVPD",
  "species": ["C", "C", "O", "Si", "C", "H", "H", "H", "H", "H", "H", "H", "H"],
  "positions_angstrom": [[2.845, 0.314, 0.034], [1.692, -0.359, -0.001], [0.424, 0.119, -0.069], [-1.002, -0.675, 0.017], [-2.305, 0.718, 0.021], [3.822, -0.144, 0.282], [2.957, 1.378, -0.280], [1.612, -1.341, 0.238], [-1.334, -1.819, 0.901], [-0.956, -1.209, -1.257], [-2.301, 1.211, -0.943], [-3.302, 0.311, 0.426], [-2.150, 1.496, 0.631]],
  "smiles": "C=CO[SiH2]C",
  "multiplicity": 1,
  "relative_energy_kcal_mol": 29.76,
  "e_homo_ha": -0.334
}